{
  "formula": "C4H7NO3",
  "method": "ωB97M-V/def2-TZVPD",
  "symbols": ["O", "C", "N", "C", "O", "C", "C", "O", "H", "H", "H", "H", "H", "H", "H"],
  "xyz": [[3.17254, 1.75544, 0.99759], [2.25105, 1.11932, 0.54522], [1.00309, 1.69204, 0.37519], [-0.21225, 1.06681, 0.03108], [-1.13558, 1.75563, -0.32735], [-0.29704, -0.44113, 0.18731], [-1.36144, -1.13633, -0.72275], [-2.00055, -2.13894, 0.06112], [2.31386, 0.08763, 0.20198], [0.97743, 2.69989, 0.49692], [-0.40226, -0.80267, 1.20772], [0.66564, -0.86435, -0.11272], [-2.14085, -0.39039, -0.92289], [-0.91641, -1.41800, -1.67180], [-1.91723, -2.98494, -0.34663]],
  "mulliken_charge": [-0.52, 0.07, -0.10, 0.67, -0.57, -0.53, -0.46, -0.52, 0.31, 0.26, 0.36, 0.15, 0.22, 0.35, 0.30],
  "homo_lumo_gap_ev": 10.9
}


{
  "formula": "C2H10N4",
  "method": "ωB97M-V/def2-TZVPD",
  "symbols": ["N", "C", "N", "C", "N", "N", "H", "H", "H", "H", "H", "H", "H", "H", "H", "H"],
  "xyz": [[1.94251, 0.65120, 0.56735], [0.97093, -0.05902, 0.06010], [1.26011, -1.06785, -0.79726], [-0.51968, 0.17976, 0.38490], [-1.08774, -0.99974, 0.82709], [-1.26772, 0.83154, -0.76984], [1.68903, 1.33008, 1.33307], [2.95018, 0.42640, 0.28789], [0.71654, -1.82919, -1.17977], [1.91619, -1.05056, -1.51638], [-0.43611, 0.93521, 1.17413], [-2.02385, -1.19919, 1.32284], [-0.83499, -1.91246, 0.37991], [-1.05678, 0.11090, -1.47074], [-2.17120, 0.91738, -0.44963], [-0.78861, 1.70349, -1.08354]],
  "mulliken_charge": [-0.32, 0.59, -0.45, -0.23, -0.50, -0.18, 0.30, 0.32, 0.25, 0.26, 0.40, 0.29, 0.20, 0.38, 0.33, 0.37],
  "homo_lumo_gap_ev": 10.5,
  "charge": 2
}


{
  "formula": "C14H12BBr2N8S2V",
  "method": "ωB97M-V/def2-TZVPD",
  "symbols": ["V", "C", "C", "N", "N", "C", "B", "N", "C", "C", "C", "N", "N", "C", "C", "C", "N", "H", "H", "H", "H", "H", "H", "H", "H", "H", "H", "S", "C", "S", "C", "C", "N", "C", "N", "Br", "C", "Br", "H", "H"],
  "xyz": [[-0.18442, -0.15168, -0.27804], [-4.19207, -0.16012, -1.77360], [-2.83002, -0.40948, -1.91571], [-2.16352, -0.06886, -0.81132], [-3.10232, 0.40998, 0.06176], [-4.30952, 0.35898, -0.49194], [-2.64203, 0.84629, 1.48159], [-1.95260, -0.37563, 2.15978], [-2.23049, -1.00803, 3.30075], [-1.33767, -2.05499, 3.45426], [-0.52908, -1.97728, 2.32155], [-0.89352, -0.96167, 1.53877], [-1.60445, 1.98787, 1.31903], [-1.61076, 3.26071, 1.72944], [-0.47362, 3.88211, 1.24717], [0.18497, 2.87810, 0.53321], [-0.49302, 1.73270, 0.58026], [-4.97561, -0.32589, -2.49280], [-2.28024, -0.81700, -2.75000], [-5.17318, 0.69494, 0.06065], [-3.58536, 1.21419, 2.14567], [-3.04892, -0.67609, 3.91972], [-1.28575, -2.76578, 4.26051], [0.29561, -2.60299, 2.01806], [-2.42840, 3.63629, 2.32359], [-0.16724, 4.90378, 1.39259], [1.10850, 2.91868, -0.02374], [0.65966, 0.61102, -2.42875], [0.81388, -1.07001, -2.85138], [0.35085, -2.18216, -1.60483], [1.21732, -1.49046, -4.11296], [1.32574, -2.88571, -4.43515], [1.42622, -4.00312, -4.70392], [1.54561, -0.55263, -5.15130], [1.79843, 0.18538, -6.00136], [2.26854, -0.72292, 0.37165], [3.17133, 0.11001, 1.83998], [2.01858, 0.99436, 3.09823], [3.86445, 0.83091, 1.42769], [3.68071, -0.68133, 2.37266]],
  "mulliken_charge": [0.19, -1.22, -0.19, 0.22, -0.04, -0.12, 0.10, 0.16, -0.12, -1.18, -0.37, 0.18, 0.18, -0.17, -1.12, -0.37, 0.16, 0.39, 0.43, 0.45, -0.14, 0.44, 0.40, 0.51, 0.44, 0.40, 0.45, -0.48, 0.85, -0.46, 0.14, 0.02, -0.59, 0.04, -0.59, 0.04, -0.61, -0.16, 0.37, 0.38],
  "homo_lumo_gap_ev": [5.8, 5.3],
  "charge": -1,
  "spin_multiplicity": 2
}


no.,energy (eV)
1,-11893.947
2,-8178.343
3,-214757.755